(1)
Density functional theory data (ωB97M-V with the def2-TZVPD basis set) for a structure of composition C21H18N5O2PtSe.

The calculation puts the HOMO-LUMO gap (alpha / beta) at 6.61 / 3.93 eV. The calculation puts the energy relative to the best compared isomer or geometry (same formula, charge and spin) at 8.07 kcal per mole. The expectation value of S² is 2.02.

ORCA input file:
```
! wB97M-V def2-TZVPD RIJCOSX def2/J DEFGRID3
* xyz 1 3
C 2.432 -2.905 0.816
C 3.473 2.159 1.548
H 3.030 -3.996 -3.648
H 0.175 1.100 -5.180
C -2.662 -3.187 -0.220
H -2.413 -4.238 -0.202
H -0.234 -4.798 -0.028
C -1.683 -2.249 0.050
H 3.492 -3.070 0.963
C -4.235 -1.412 -0.508
C -3.954 -2.767 -0.499
H -3.381 0.547 -0.229
N 1.814 -0.200 -5.065
C 1.805 -1.674 0.884
Se 0.762 -0.488 -2.380
C 3.759 -0.212 1.492
C 2.152 1.965 1.190
C -0.271 -2.637 0.332
C 1.675 -0.940 -3.943
H 1.536 1.470 -6.263
C 0.297 -3.895 0.249
C 1.257 1.138 -5.267
N 0.505 -1.599 0.626
C 2.549 -0.894 -5.975
C 1.671 -4.013 0.448
H -5.227 -1.039 -0.717
C 2.445 -3.206 -3.190
H 3.446 -2.918 -5.790
Pt -0.310 0.273 0.429
H -4.728 -3.493 -0.705
H 2.940 -2.858 -2.287
C 2.383 -5.364 0.138
H 1.662 1.818 -4.523
H 2.785 -0.500 -6.948
C 2.427 -0.345 1.145
H 1.472 2.795 1.065
H 4.370 -1.096 1.608
C 4.290 1.052 1.700
N -1.967 -0.916 0.033
H 3.842 3.162 1.703
O 3.614 -5.312 0.269
N 2.334 -2.103 -4.156
C 2.876 -2.092 -5.402
H 1.454 -3.579 -2.942
C -3.213 -0.520 -0.240
O 1.610 -6.248 -0.258
H 5.329 1.165 1.979
N 1.632 0.751 0.992
*
```

=====

(2)
Density functional theory data (ωB97M-V with the def2-TZVPD basis set) for a structure of composition C18H16NaSiTe in a non-equilibrium geometry.

The calculation puts the HOMO-LUMO gap at 6.20 eV.

ORCA input file:
```
! wB97M-V def2-TZVPD RIJCOSX def2/J DEFGRID3
* xyz -1 1
C 0.789 3.399 -0.358
H -2.488 2.018 0.819
Si -1.267 1.419 0.132
H 2.170 4.803 -1.106
H 2.492 -4.894 0.585
C 2.562 -5.278 1.618
H -3.228 -0.188 -1.325
H 3.992 -7.897 3.340
C -2.021 1.499 -1.662
C -3.387 0.452 -3.397
C 1.702 -4.713 2.569
Na 0.293 -0.886 0.618
H -3.200 1.307 -5.363
H 0.971 6.746 -0.481
H 1.097 -4.898 4.642
C 2.620 -6.359 4.140
C -1.158 4.324 0.688
C -2.877 1.368 -4.333
C 1.765 -5.275 3.821
H -1.373 6.394 0.603
H -0.722 3.090 -2.385
C -1.518 2.368 -2.636
H 1.279 2.490 -0.755
H 3.905 -6.806 1.065
C 1.291 4.674 -0.515
C 3.378 -6.947 3.146
C 3.384 -6.385 1.885
H -2.150 4.135 1.082
C -1.934 2.309 -3.948
C -2.938 0.530 -2.054
H -4.092 -0.268 -3.622
H -1.534 3.004 -4.665
Te 0.099 -3.327 2.146
H 2.629 -6.783 5.156
C -0.443 3.197 0.231
C -0.686 5.593 0.453
C 0.599 5.787 -0.132
*
```

=====

(3)
Density functional theory data (ωB97M-V with the def2-TZVPD basis set) for a cluster of 8 separate species, C43H35Cl4F7 in total in a non-equilibrium geometry.

The calculation puts the HOMO-LUMO gap at 9.21 eV.

ORCA input file:
```
! wB97M-V def2-TZVPD RIJCOSX def2/J DEFGRID3
* xyz 0 1
H -2.168 -0.976 2.057
Cl 0.193 1.492 -0.476
H 4.847 2.639 -2.097
C -2.731 3.658 1.164
H -8.050 5.514 -2.606
H 5.057 -1.574 -4.884
H 0.194 -4.845 -5.123
Cl -1.558 -0.739 -0.672
C -4.186 1.804 1.613
C 6.541 -2.212 -1.901
C -3.797 -1.777 3.260
C 3.069 -0.806 1.960
C -7.453 3.445 -2.476
C 5.413 -2.338 -1.138
C -0.748 -4.221 -3.312
H 3.271 -2.334 -1.080
C -0.562 0.361 -1.600
C 6.436 -1.944 -3.262
H 4.823 -0.445 3.112
C 3.792 2.082 -0.284
F -1.515 -5.169 3.412
F -8.714 2.984 -2.518
C 1.716 -0.561 1.861
C -3.499 -4.059 3.961
C 5.188 -1.857 -3.847
H -5.269 -2.901 4.319
H -3.868 -4.955 4.445
F -5.016 4.545 3.788
C 4.058 -1.957 -3.050
H -2.692 1.819 0.072
C 3.778 -0.191 2.980
H 1.273 1.514 4.481
C -3.355 4.408 2.141
H -1.746 -4.106 -3.721
C -1.815 -2.976 2.625
H 3.650 1.066 4.738
C -5.124 2.991 -2.404
C 4.893 2.464 -1.030
C 3.138 0.670 3.870
Cl 0.663 -0.535 -2.455
H -3.069 5.441 2.276
C 5.173 1.881 1.673
C -4.274 -2.920 3.897
H -1.943 4.117 0.579
C 4.161 -2.209 -1.688
H 2.425 -5.030 -4.102
C 1.770 0.884 3.756
Cl -1.581 1.270 -2.722
H 2.753 -4.467 -1.748
C 0.334 -4.624 -4.072
H 3.075 1.477 1.659
H -6.681 1.483 -2.351
C -4.862 4.361 -2.516
C 1.772 -4.294 -2.177
C 1.600 -4.647 -3.517
C -0.572 -4.001 -1.958
H 3.560 -1.471 1.266
F 5.538 -2.580 0.182
C 0.674 -4.005 -1.379
C 1.044 0.234 2.774
H 0.780 -3.744 -0.332
C -2.281 -4.057 3.340
H -3.846 4.729 -2.580
H 2.828 1.989 -0.763
H -4.296 2.303 -2.297
C 6.274 2.309 0.943
H 3.092 -1.832 -3.523
C 6.109 2.576 -0.398
H -5.560 2.088 3.236
C -7.225 4.816 -2.546
H -5.669 6.320 -2.625
F -1.631 -3.625 -1.215
C -5.911 5.267 -2.573
H 7.329 -1.920 -3.871
H 5.277 1.654 2.725
H -0.845 -3.063 2.150
H 7.518 -2.400 -1.470
H -4.517 0.793 1.415
C -6.425 2.534 -2.433
C -2.586 -1.821 2.592
H -4.425 -0.896 3.234
F 1.006 -1.161 0.875
H 7.240 2.435 1.415
F 7.179 2.979 -1.113
C 3.930 1.767 1.055
C -4.365 3.815 2.854
C -3.176 2.378 0.862
H -0.029 0.367 2.680
C -4.795 2.527 2.610
*
```

=====

(4)
Density functional theory data (ωB97M-V with the def2-TZVPD basis set) for a cluster of 11 separate species, C42H82O24S8 in total in a non-equilibrium geometry.

The calculation puts the HOMO-LUMO gap at 8.93 eV.

ORCA input file:
```
! wB97M-V def2-TZVPD RIJCOSX def2/J DEFGRID3
* xyz 0 1
C 5.882 3.215 1.425
H 5.886 2.586 2.302
H -2.919 -1.771 -1.316
H -3.441 3.891 -3.549
H -3.819 -1.730 -3.925
C 6.015 4.816 -0.911
C 5.522 -0.461 2.495
H -4.435 -3.953 -3.306
O -0.239 1.122 4.045
H 1.416 1.886 -1.375
C 1.625 6.109 -3.217
H 3.917 0.191 6.822
C 0.160 1.034 -4.695
H 2.124 -7.616 2.089
O -4.650 3.371 5.648
C -6.396 0.162 -2.579
H -1.709 2.759 2.994
H -2.116 8.213 0.165
O 0.213 -2.866 1.013
H 3.953 5.206 -0.510
H -2.313 2.642 -5.152
H 1.719 -6.949 3.678
C -4.509 -2.229 -4.605
O -1.032 -1.320 -4.804
O -0.583 -2.632 3.364
C -3.209 -6.289 0.858
H -1.310 4.449 2.938
C 5.681 -2.751 1.691
O 1.825 1.808 2.749
O -2.516 0.722 -4.158
H -5.682 -4.092 -4.528
H 6.095 5.438 -1.790
H 0.401 0.796 -3.659
O 1.448 -5.667 -4.040
C -2.110 3.738 2.732
C -2.412 -5.210 1.251
C -3.561 1.397 4.358
H 1.901 -1.077 2.593
C -1.813 7.238 -0.217
O 2.989 -5.991 -2.031
S 2.460 -5.158 -3.114
O -1.050 6.005 -3.694
H 0.985 0.738 -5.342
H 1.945 1.805 0.267
H 2.052 5.726 -4.143
S 1.094 1.734 4.008
H 1.783 -5.436 1.012
H -0.556 7.736 -1.952
C 1.107 3.469 4.771
H -4.243 1.475 3.511
H -4.185 -1.871 -5.583
O -2.102 3.272 5.806
H 3.395 -1.007 -0.157
C 1.839 -5.421 2.101
C 2.020 -2.120 2.888
H -2.486 -3.428 2.391
C 7.157 4.185 -0.365
S -2.512 0.359 -0.134
H 0.803 3.369 5.813
H 2.815 -2.545 2.276
O 0.896 -4.583 2.853
H 1.590 7.194 -3.314
S -3.361 3.065 5.005
H 0.705 -2.073 -2.959
H 0.785 -0.481 -0.554
H 6.852 -2.001 3.304
O -1.003 0.538 -0.948
H 0.386 4.000 4.150
O 0.118 3.877 -2.897
O -2.329 0.592 1.301
C 3.365 0.504 4.688
H 3.592 -4.195 -4.949
H 2.118 3.874 4.809
H -1.550 3.836 0.731
O -3.576 1.058 -0.935
C -2.719 -1.491 -0.282
H -2.446 2.906 -2.537
H 5.761 0.260 3.262
H 4.638 -3.427 0.016
C 0.778 -3.133 -3.202
O 1.832 -3.770 -2.466
H 2.168 5.683 -2.373
H -1.735 6.579 0.648
H 4.092 1.279 4.445
O -7.803 -2.110 -2.780
C -5.155 -5.153 1.512
C -0.439 7.227 -0.995
C 4.176 -1.237 0.552
C -4.578 -6.245 1.005
H -0.566 -3.891 -1.763
H 4.938 -0.645 5.666
O -0.127 5.839 -1.312
H 2.342 -2.315 3.911
H 2.877 -5.191 2.340
H 8.142 4.279 -0.799
H 0.418 7.562 -0.411
O -5.425 -2.234 -1.868
C 3.924 -0.285 5.842
H -0.730 -4.826 -3.180
C 6.132 -1.754 2.538
H -3.910 1.926 -5.113
H -4.090 0.784 5.088
H -3.175 3.102 0.939
O 2.081 0.976 5.046
C 1.054 1.739 -0.357
H -5.344 -6.983 0.820
H 3.211 -0.230 3.896
C -4.655 -3.768 -4.358
S 0.459 -3.024 2.427
O -5.730 -1.638 -4.342
H 4.039 0.699 1.408
H -6.234 -5.167 1.470
H 7.998 3.026 1.259
C -3.067 -4.184 1.883
H -3.040 4.749 1.131
H -2.646 6.857 -0.807
H -1.351 -5.232 1.051
H -2.610 0.904 4.161
H 0.468 2.638 -0.167
C 4.794 4.597 -0.214
H -0.078 0.372 0.829
H 6.136 -3.729 1.748
O -3.318 3.858 3.500
H -4.840 -3.187 2.378
H -5.428 0.320 -2.104
H -7.158 0.367 -1.827
C 1.494 -6.897 2.613
C 3.938 -4.508 -3.964
H -1.795 -1.995 0.001
S -6.388 -1.671 -2.815
H -6.546 0.709 -3.509
C -2.469 3.840 1.318
H -3.455 -1.810 0.456
S -1.387 0.081 -5.137
H -2.740 -7.063 0.269
H 4.227 -3.663 -3.339
H 0.965 -3.201 -4.274
C 4.761 -2.568 0.659
H -3.994 -4.421 -4.928
C 4.714 3.716 0.888
H 3.443 -1.261 5.895
H -4.174 2.464 -2.882
H 4.660 -5.290 -4.198
C -3.239 2.854 -3.283
C -0.605 -3.795 -2.848
C 0.235 0.397 -0.214
H -1.503 -3.216 -3.062
C -3.003 2.075 -4.527
C -4.406 -4.105 2.010
C 4.575 -0.235 1.489
O -1.596 0.440 -6.535
S -0.031 5.328 -2.893
H 0.069 2.101 -4.900
H 3.754 3.478 1.323
H 0.431 -7.138 2.592
C 7.098 3.398 0.792
*
```

=====

(5)
Density functional theory data (ωB97M-V with the def2-TZVPD basis set) for a cluster of 2 separate species, C5H5NO in total in a non-equilibrium geometry.

The calculation puts the HOMO-LUMO gap at 8.67 eV. The calculation puts the energy relative to the best compared isomer or geometry (same formula, charge and spin) at 149.70 kcal per mole.

ORCA input file:
```
! wB97M-V def2-TZVPD RIJCOSX def2/J DEFGRID3
* xyz 0 1
H -3.035 -0.424 2.556
H -1.451 0.032 -0.335
C -0.552 0.104 0.275
C -0.053 -1.164 0.712
H 0.997 2.418 -1.862
N 0.867 0.459 -1.243
C 1.512 1.487 -1.624
H 1.476 -0.345 -1.084
O 0.968 -1.792 0.498
C -1.166 -1.401 1.682
C -2.171 -0.884 2.129
H 2.607 1.509 -1.704
*
```

=====

(6)
Density functional theory data (ωB97M-V with the def2-TZVPD basis set) for a structure of composition C12H38B2O6Pb in a non-equilibrium geometry.

The calculation puts the HOMO-LUMO gap at 8.68 eV. The calculation puts the energy relative to the best compared isomer or geometry (same formula, charge and spin) at 5.25 kcal per mole.

ORCA input file:
```
! wB97M-V def2-TZVPD RIJCOSX def2/J DEFGRID3
* xyz 0 1
H 30.765 25.507 23.692
H 31.861 28.436 21.147
C 30.205 24.960 22.934
H 26.450 26.020 22.701
C 31.770 30.591 16.043
C 28.929 29.403 18.114
H 27.843 23.556 21.308
C 27.079 26.866 22.979
C 30.913 24.472 18.187
H 28.655 29.625 19.146
C 29.546 23.876 18.547
H 30.351 31.062 18.329
H 26.488 27.360 23.750
H 27.253 23.294 19.743
O 27.321 27.795 21.952
H 31.088 24.367 17.116
O 29.152 25.783 22.479
H 32.917 26.179 19.122
O 30.441 30.448 16.388
C 28.180 23.258 20.315
C 30.237 30.144 17.752
O 29.106 24.171 19.926
H 26.477 26.961 19.209
H 32.446 26.536 17.457
H 27.988 29.602 21.592
H 28.079 29.765 17.535
H 28.771 24.343 17.938
H 29.668 22.800 18.417
H 25.450 25.489 19.052
H 27.076 29.601 23.054
H 31.050 29.477 18.040
H 28.884 27.164 24.072
C 27.828 29.033 22.507
B 26.423 25.886 19.295
H 28.522 22.224 20.276
O 29.069 27.893 18.018
H 28.761 29.002 23.070
H 30.893 26.931 20.886
C 29.146 27.519 16.654
H 31.939 30.875 15.004
H 30.346 28.281 21.924
H 27.178 25.368 18.725
H 30.857 24.760 22.083
H 32.213 31.313 16.728
H 32.191 29.585 16.067
H 26.603 25.620 20.325
H 29.175 26.439 16.511
H 30.344 28.501 20.241
Pb 28.771 26.638 20.070
H 28.232 25.613 24.346
B 30.881 28.000 21.031
H 30.015 27.971 16.176
C 28.405 26.336 23.549
H 31.659 24.001 18.826
H 28.290 27.861 16.072
O 30.872 25.788 18.660
H 29.799 24.013 23.288
C 32.097 26.516 18.489
H 32.022 27.581 18.708
*
```

=====

(7)
Density functional theory data (ωB97M-V with the def2-TZVPD basis set) for an isolated molecule of C3H5I3Si in a non-equilibrium geometry.

The calculation puts the HOMO-LUMO gap at 9.21 eV. The calculation puts the energy relative to the best compared isomer or geometry (same formula, charge and spin) at 7.43 kcal per mole.

ORCA input file:
```
! wB97M-V def2-TZVPD RIJCOSX def2/J DEFGRID3
* xyz 0 1
H -0.170 0.981 1.393
I 2.616 0.272 -2.425
I 3.288 2.374 0.781
Si 1.980 0.451 -0.012
H -2.395 -0.187 1.047
C -2.189 -0.483 0.089
C -0.765 -0.211 -0.319
C 0.119 0.537 0.380
H -2.827 0.148 -0.621
H -0.264 -0.854 -1.148
H -2.469 -1.594 -0.231
I 3.076 -1.436 1.065
*
```

=====

(8)
Density functional theory data (ωB97M-V with the def2-TZVPD basis set) for a structure of composition C3H4CsMgO3 in a non-equilibrium geometry.

The calculation puts the HOMO-LUMO gap (alpha / beta) at 5.06 / 4.44 eV. The calculation puts the energy relative to the best compared isomer or geometry (same formula, charge and spin) at 0.00 kcal per mole. The expectation value of S² is 0.75.

ORCA input file:
```
! wB97M-V def2-TZVPD RIJCOSX def2/J DEFGRID3
* xyz 0 2
C -0.414 -0.198 -0.338
C -1.902 -0.250 -0.176
H 0.039 -0.926 -1.041
O -2.415 -1.242 -1.057
C -3.740 -1.412 -1.140
H 5.068 0.853 -1.872
H -2.319 0.744 -0.399
O 0.280 0.520 0.355
Mg -5.809 -1.908 -1.518
Cs 4.875 2.443 0.500
O -4.464 -0.681 -0.424
H -2.143 -0.478 0.874
*
```

=====

(9)
Density functional theory data (ωB97M-V with the def2-TZVPD basis set) for a cluster of 2 separate species, C8H10N2OS in total in a non-equilibrium geometry.

The calculation puts the HOMO-LUMO gap at 7.42 eV. The calculation puts the energy relative to the best compared isomer or geometry (same formula, charge and spin) at 51.74 kcal per mole.

ORCA input file:
```
! wB97M-V def2-TZVPD RIJCOSX def2/J DEFGRID3
* xyz 0 1
O -3.412 -0.479 -0.213
C 0.755 -1.267 -0.270
C -1.319 2.256 0.246
H -1.905 -1.580 1.669
C 3.038 -0.741 -0.057
H 0.888 -0.194 -2.064
C -2.042 -0.734 -0.286
N 2.991 0.627 -0.201
H -1.736 2.483 1.186
H -1.538 0.314 -2.127
H 3.930 -1.244 0.106
H -3.748 -1.089 0.516
C -1.404 -1.319 0.830
C -0.110 -1.750 0.777
H -1.840 1.571 -0.453
S 0.126 2.967 -0.127
C 0.139 -0.508 -1.255
C -1.240 -0.281 -1.331
H 3.629 1.148 0.451
H 2.155 1.088 -0.391
N 2.105 -1.570 -0.145
H 0.230 -2.234 1.574
*
```